Record 1
Density functional theory data (the ωB97M-V functional and the def2-TZVPD basis) for a structure of composition C40H47BrF4NPReSi2 at a distorted geometry.

XYZ file:
```
97
Properties=species:S:1:pos:R:3
H 2.65 -1.60 4.11
C 2.76 0.48 -1.75
H 1.19 1.98 4.72
C 0.58 1.87 0.73
H -2.89 -3.13 -2.38
H -0.24 2.73 4.03
H 0.60 -4.77 0.77
H 3.33 -3.70 -0.41
H 3.25 -0.08 3.47
H 3.76 2.94 1.53
H -1.23 -2.58 2.85
H 4.09 1.33 -3.19
H -0.34 -4.00 -0.50
C 0.39 -2.58 -3.08
C -3.68 -1.76 2.45
H 0.17 -2.86 3.89
H -1.58 0.41 0.93
H 1.94 -3.67 -1.48
C -3.59 -0.15 -2.32
H -2.27 1.72 -1.10
C -2.14 -1.54 0.14
C -2.44 1.35 -4.31
C -1.89 2.74 -1.04
C 1.91 -2.27 0.16
C -0.84 -2.46 -2.43
C -0.49 -4.39 -4.39
H -0.31 5.48 1.19
F -4.57 1.95 -5.07
F -1.90 2.08 -5.27
C 0.56 -3.55 -4.06
H 3.48 1.21 1.59
Si -0.93 3.10 0.52
H -2.76 3.41 -1.07
N 1.88 0.71 -0.77
H -0.92 -4.00 1.18
F -4.23 -0.88 -1.41
H -1.44 5.32 -0.14
C 0.55 2.00 3.83
C 3.30 2.14 2.12
H 3.19 -2.42 -1.59
H -0.50 -1.24 3.73
H 1.91 4.99 1.62
H -2.92 -3.49 -0.36
C -0.29 -2.16 3.18
Si 1.49 2.57 2.31
C -3.82 1.29 -4.22
H 2.94 -0.55 -1.99
C -2.10 -0.54 1.12
H 0.28 5.15 -0.43
H -2.07 3.96 2.53
C 2.36 -0.70 3.55
C -0.51 4.92 0.28
C -0.05 -3.92 0.54
H 0.06 1.03 3.74
C 1.63 4.44 2.52
C 0.75 -2.69 0.84
P -1.11 -1.10 -1.28
C 2.61 -3.04 -0.91
C -1.73 -4.24 -3.78
C -2.88 -0.65 2.28
H 3.83 2.11 3.08
H -0.35 -5.15 -5.16
C 2.06 3.05 -1.09
H 1.61 -0.18 4.13
H 4.60 -1.99 0.80
H -1.71 2.27 2.79
H -4.31 -1.84 3.33
C -2.20 -0.10 -2.38
C 3.00 2.83 -2.08
Re 0.59 -0.33 0.45
Br 0.21 0.91 -3.58
H 4.27 -0.53 -0.11
H 1.78 4.06 -0.82
C 1.86 -1.17 2.22
C 1.52 1.96 -0.41
C -2.04 2.98 2.04
H -1.29 2.93 -1.93
C 3.36 1.52 -2.42
H 3.45 3.66 -2.60
C 4.07 -1.04 0.83
H 0.76 4.92 2.97
H 2.45 4.56 3.22
C -1.64 0.67 -3.41
H -2.56 -4.88 -4.06
C -1.91 -3.27 -2.81
H -3.06 2.73 1.75
C -2.89 -2.69 0.37
H -4.28 -3.66 1.67
C 0.67 -1.94 2.07
H 1.19 -1.91 -2.83
C 2.62 -1.35 1.03
H 4.50 -0.46 1.64
H -2.89 0.15 3.00
C -4.40 0.54 -3.22
F -5.71 0.45 -3.11
H 1.51 -3.64 -4.56
C -3.66 -2.79 1.51
```

Computed properties:
- energy (Ha) = -5578.77834
- HOMO (spin up / spin down) (hartree) = -0.511 / -0.517
- multiplicity = 2
- lowest unoccupied orbital energy (spin up / spin down) (hartree) = -0.2473 / -0.2630
- frontier orbital gap (spin up / spin down) (eV) = 7.17 / 6.91
- total charge = +2



Record 2
Density functional theory data (the ωB97M-V functional and the def2-TZVPD basis) for a structure of composition F12NO3P2Rb at a distorted geometry.

XYZ file:
```
19
Properties=species:S:1:pos:R:3
F -1.84 0.78 0.76
F -0.01 -1.58 -3.02
F 0.59 -1.61 -0.84
P -0.62 -0.85 -1.72
F -1.35 -0.22 -0.46
O 2.34 -0.28 -0.19
F -1.72 -0.06 -2.66
O 3.72 -0.74 -1.72
F -2.42 1.71 2.71
N 3.15 0.08 -1.01
F -2.15 -0.64 2.61
F -0.12 -0.43 1.84
F -1.61 -2.13 -1.52
F -0.15 1.90 1.97
F 0.31 0.48 -1.99
P -1.29 0.70 2.30
F -0.74 0.59 3.84
O 3.28 1.32 -1.07
Rb 0.63 0.98 0.14
```

Computed properties:
- energy (Ha) = -2185.90176
- relative energy (zero: lowest compared OMol25 entry of this formula, charge and spin) (eV) = 8.377
- HOMO (hartree) = -0.080
- lowest unoccupied orbital energy (hartree) = 0.1697
- frontier orbital gap (eV) = 6.81
- total charge = -2



Look up the total charge of the first one.
+2